# 1
Entry from the OMol25 dataset: a structure of composition C21H14ClIN4O2Ru (ωB97M-V with the def2-TZVPD basis set).

XYZ file:
```
44
Properties=species:S:1:pos:R:3:forces:R:3
Ru 0.244775 0.092806 -0.004438 -1.19 0.44 0.20
O -3.107576 0.536536 2.103913 0.04 0.00 -0.04
C -2.022604 0.210207 1.702907 0.02 -0.09 0.18
N -1.608015 0.266460 0.386847 0.05 0.11 -0.17
C -2.488600 0.863390 -0.598389 -0.15 0.05 -0.03
C -1.789747 0.838446 -1.925484 -0.09 -0.04 0.05
C -2.416446 1.169720 -3.114753 0.07 -0.01 -0.01
C -1.707432 1.076046 -4.300698 -0.02 0.01 0.07
C -0.384151 0.648472 -4.274444 0.04 -0.02 0.04
C 0.187366 0.347161 -3.059829 -0.06 0.08 -0.25
N -0.495671 0.449240 -1.905090 0.23 -0.12 -0.17
C -0.922211 -0.319504 2.582655 -0.15 0.01 0.13
C -1.108907 -0.537925 3.930464 0.04 0.00 -0.13
C -0.053302 -1.063804 4.665211 -0.03 0.03 -0.05
C 1.141100 -1.354389 4.020244 -0.02 -0.02 0.01
C 1.258283 -1.093549 2.667750 0.02 -0.03 0.15
N 0.246628 -0.573761 1.960252 0.32 -0.16 0.19
H -2.734089 1.891925 -0.308748 0.03 -0.01 -0.03
H -3.442360 0.331085 -0.644346 0.03 -0.05 -0.03
H -3.450342 1.486238 -3.106741 -0.01 -0.01 0.02
H -2.182520 1.325103 -5.240065 -0.01 -0.01 0.00
H 0.192784 0.548368 -5.182327 0.00 0.01 0.01
H 1.215925 0.018834 -2.996221 -0.01 0.00 0.07
H -2.068694 -0.299904 4.368022 0.00 -0.01 0.01
H -0.167137 -1.248692 5.724869 0.02 -0.02 0.00
H 1.975432 -1.783519 4.556349 0.01 0.02 -0.01
H 2.178106 -1.302912 2.138342 -0.02 0.03 -0.05
Cl 6.199956 3.689621 -0.148389 -0.04 0.00 0.01
C 4.569911 3.265577 0.043897 -0.03 0.13 0.05
C 3.665416 4.221684 0.479842 0.09 0.04 -0.01
C 2.328553 3.914514 0.643692 -0.58 0.25 0.18
I 0.947926 5.317860 1.296986 0.40 -0.24 -0.14
C 1.827828 2.595810 0.367257 -0.08 0.11 0.04
O 0.614532 2.296424 0.502661 0.34 -0.30 -0.13
C 2.796722 1.594806 -0.085032 0.17 0.02 -0.03
N 2.317102 0.351344 -0.334676 0.63 0.01 -0.08
C 3.158722 -0.591684 -0.748033 0.01 0.05 0.01
C 4.517259 -0.349494 -0.935786 0.05 0.00 -0.02
C 5.018080 0.905484 -0.685569 -0.02 0.04 0.01
C 4.150188 1.920793 -0.246705 -0.12 -0.28 -0.06
H 4.017619 5.222213 0.692505 0.03 -0.01 -0.01
H 2.739849 -1.573172 -0.935280 0.00 -0.01 0.00
H 5.161155 -1.148196 -1.275409 -0.01 -0.01 0.01
H 6.070202 1.114847 -0.822898 -0.01 0.01 0.00
```
Forces are in eV/Å.

HOMO-LUMO gap (alpha / beta) in eV: 7.46 / 6.15
HOMO level (alpha / beta) in eV: -14.4 / -15.0
Net charge: +2
Energy relative to the best compared isomer or geometry (same formula, charge and spin) in eV: 0.114
2S+1: 5


# 2
Entry from the OMol25 dataset: a structure of composition C21H14CsOPS4 (ωB97M-V with the def2-TZVPD basis set).

XYZ file:
```
42
Properties=species:S:1:pos:R:3:forces:R:3
Cs 1.869384 0.060514 2.186965 -0.06 -0.01 -0.17
C -0.428944 3.551459 -1.006783 0.00 -0.01 0.01
C -1.387749 2.818287 -0.321450 0.02 -0.07 0.00
C -1.303102 1.431666 -0.262079 0.00 0.06 0.01
C -0.256718 0.760021 -0.889539 0.01 -0.02 0.04
C 0.710302 1.509718 -1.559572 0.01 0.05 0.00
C 0.623864 2.893601 -1.628108 -0.01 -0.06 0.03
P -0.040432 -1.069101 -0.826697 -0.10 -0.06 -0.16
C -0.749538 -1.513864 -2.483344 0.04 0.03 0.08
C -1.476161 -0.652793 -3.301701 -0.08 0.06 -0.08
C -1.983526 -1.079004 -4.525673 0.06 0.00 0.11
C -1.778947 -2.383775 -4.949492 0.00 -0.01 -0.02
C -1.056893 -3.256804 -4.145432 0.03 0.04 0.07
C -0.542142 -2.819046 -2.932656 -0.01 -0.07 -0.04
C -1.337974 -1.578908 0.349207 -0.07 -0.01 0.04
C -2.580015 -2.092194 -0.036104 0.02 0.00 -0.05
C -3.511994 -2.425598 0.938223 0.08 0.04 0.06
C -3.182837 -2.212218 2.274872 0.05 0.01 -0.09
C -1.940146 -1.679224 2.614785 -0.05 -0.02 -0.02
C -0.932735 -1.343867 1.683513 -0.43 -0.21 -0.08
H -0.483021 4.633087 -1.029087 0.00 -0.01 0.00
H -2.196020 3.326828 0.190130 0.00 0.00 0.00
H -2.034627 0.862380 0.298285 0.00 0.00 -0.01
H 1.554927 1.002777 -2.014552 -0.01 -0.01 -0.01
H 1.396508 3.458691 -2.134335 0.00 0.00 0.00
H -1.652118 0.366453 -2.978650 0.00 -0.01 -0.01
H -2.543947 -0.387316 -5.143780 0.00 0.00 0.00
H -2.174243 -2.717867 -5.901637 0.00 0.00 0.00
H -0.886206 -4.278066 -4.465155 0.00 0.00 -0.01
H 0.030909 -3.503317 -2.315558 0.00 0.01 0.00
H -2.828974 -2.231855 -1.084666 0.01 0.00 0.00
H -4.477384 -2.834973 0.661161 -0.01 0.00 -0.01
H -3.902569 -2.464885 3.049923 0.00 0.00 0.01
H -1.752574 -1.528027 3.678843 0.02 0.00 0.00
O 7.372298 3.368869 6.601645 -0.03 -0.03 -0.08
C 6.560001 2.873819 5.833566 -0.01 0.00 0.12
S 5.192040 3.725463 5.140364 0.07 0.10 0.04
C 4.503815 2.414662 4.177731 -0.31 -0.10 -0.27
C 5.155369 1.229746 4.250277 -0.24 -0.23 -0.26
S 4.804456 -0.302957 3.452177 0.51 0.22 0.37
S 6.580187 1.204286 5.294614 0.12 0.01 0.04
S 3.067473 2.863330 3.259770 0.41 0.30 0.33
```
Forces are in eV/Å.

HOMO-LUMO gap in eV: 4.12
HOMO level in eV: -0.3
Net charge: -2
Energy relative to the best compared isomer or geometry (same formula, charge and spin) in eV: 0.000
2S+1: 1


# 3
Entry from the OMol25 dataset: a structure of composition C21H15AuCl2O3PTm (ωB97M-V with the def2-TZVPD basis set).

XYZ file:
```
44
Properties=species:S:1:pos:R:3:forces:R:3
Au 4.000145 5.224320 -6.191399 0.32 -2.15 1.25
Tm -0.315584 1.847706 -0.744236 -0.15 -0.59 -2.44
Cl 4.930184 3.375879 -5.243755 -0.42 0.70 -0.30
Cl -2.194746 2.546398 -2.123544 1.26 -0.24 0.81
C -1.493680 2.811800 0.868488 -4.82 2.83 6.53
C 5.417658 6.073547 -7.302419 5.59 1.49 -2.89
C 2.779480 6.627720 -6.746989 -4.17 5.57 -2.21
O -2.163145 3.149205 1.756575 3.25 -1.41 -4.55
O 6.379096 6.396195 -7.840093 -3.83 -1.08 1.97
O 2.204540 7.547888 -7.158200 2.65 -4.33 1.92
C 1.267368 -4.766856 1.682626 0.20 -1.17 -1.12
C 1.051460 -4.479722 0.326440 -0.22 0.62 -0.85
C 0.778263 -3.176937 -0.074460 0.20 -2.05 -0.76
C 0.735582 -2.144280 0.879400 -0.16 0.13 1.22
C 0.923391 -2.434571 2.238430 0.19 -0.39 0.45
C 1.190293 -3.748171 2.636060 -0.24 2.18 0.98
P 0.164789 -0.550615 0.317658 -0.88 -0.03 0.57
C -1.546741 -0.967691 -0.342385 1.38 -0.03 0.04
C -1.811624 -0.767505 -1.709102 0.13 0.19 -0.05
C -3.010961 -1.233402 -2.252032 0.22 0.23 -0.17
C -3.910923 -1.951358 -1.466852 0.12 0.12 0.27
C -3.603401 -2.223158 -0.126723 0.43 0.17 0.06
C -2.404223 -1.762151 0.422671 -0.65 -0.27 0.38
C 0.030232 0.491637 1.870101 0.09 -0.82 -0.93
C -1.086994 0.398851 2.709242 -0.26 0.28 0.10
C -1.052934 1.019483 3.957801 -0.20 -0.32 -0.14
C 0.101255 1.681663 4.385951 -0.06 0.04 -0.17
C 1.235286 1.724848 3.568083 0.16 -0.04 -0.13
C 1.222065 1.098358 2.323336 -0.05 0.47 -0.39
H 1.493102 -5.790000 1.991353 -0.06 0.25 -0.07
H 1.084469 -5.273269 -0.414043 0.01 0.07 0.14
H 0.543475 -2.952187 -1.116374 0.22 -0.19 0.19
H 0.805918 -1.644260 2.977201 0.20 -0.27 -0.07
H 1.325967 -3.967939 3.692494 -0.04 -0.03 -0.15
H -1.056442 -0.297556 -2.370013 -0.46 -0.24 0.24
H -3.231792 -1.036894 -3.296558 0.02 -0.08 0.11
H -4.846270 -2.315804 -1.892819 0.27 0.10 0.07
H -4.283778 -2.809610 0.480118 0.07 -0.01 -0.05
H -2.106608 -2.050963 1.436301 -0.35 0.11 -0.32
H -1.969850 -0.131824 2.345082 0.15 0.32 0.37
H -1.928350 0.970646 4.602352 0.18 0.02 -0.08
H 0.111183 2.172622 5.359702 0.03 -0.14 -0.24
H 2.129240 2.241672 3.905248 -0.09 -0.13 -0.01
H 2.113603 1.076280 1.679284 -0.22 0.09 0.41
```
Forces are in eV/Å.

HOMO-LUMO gap (alpha / beta) in eV: 7.19 / 4.94
HOMO level (alpha / beta) in eV: -20.2 / -20.2
Net charge: +4
Energy relative to the best compared isomer or geometry (same formula, charge and spin) in eV: 0.000
2S+1: 5


# 4
Entry from the OMol25 dataset: a structure of composition C21H15BrN2OPb (ωB97M-V with the def2-TZVPD basis set).

XYZ file:
```
41
Properties=species:S:1:pos:R:3:forces:R:3
Pb -0.824645 -0.319913 -0.140709 -0.08 0.22 -0.07
C -0.884543 1.169004 2.470530 -0.04 -0.07 0.16
C -0.358357 2.099071 1.619110 0.03 0.11 -0.01
C -1.467667 2.704627 0.862065 0.05 0.05 -0.02
C -2.644861 2.136218 1.283400 -0.03 -0.06 -0.02
C -2.326770 1.207671 2.302917 -0.01 -0.03 0.04
H -0.362779 0.629099 3.246984 0.01 -0.03 -0.05
H 0.673219 2.421367 1.580886 -0.02 -0.04 -0.04
H -1.360225 3.491576 0.129893 -0.01 -0.03 0.01
H -3.638478 2.380868 0.943543 0.01 0.01 0.00
H -3.035340 0.646404 2.895503 0.00 0.00 -0.02
Br 5.513061 4.051195 -1.040694 -0.08 -0.07 0.00
C 3.890233 3.186471 -1.159988 0.14 0.19 -0.05
C 2.816554 3.802904 -1.846701 0.03 -0.08 0.05
C 1.624305 3.160280 -1.920958 -0.02 0.02 0.05
C 1.414714 1.874594 -1.294294 0.01 0.05 -0.08
O 0.270965 1.358115 -1.368715 -0.03 -0.19 0.00
C 2.543442 1.241101 -0.629406 -0.03 0.06 -0.03
C 2.534607 -0.130843 -0.136886 0.10 -0.07 -0.04
N 1.514387 -0.879909 0.037411 -0.12 0.08 0.09
C 1.691079 -2.258295 0.353119 0.06 -0.06 0.02
C 2.703360 -2.757532 1.129731 0.04 0.15 0.05
C 2.855845 -4.145198 1.307010 -0.02 -0.08 -0.01
C 2.005768 -5.017722 0.689113 0.00 0.00 0.01
C 0.934407 -4.532875 -0.097376 0.00 0.00 0.01
C 0.023184 -5.381751 -0.766564 -0.03 -0.02 -0.02
C -0.998127 -4.843657 -1.497332 -0.02 -0.03 0.00
C -1.140420 -3.448996 -1.530920 0.03 0.08 0.04
N -0.302989 -2.623250 -0.932407 0.02 -0.08 -0.03
C 0.751624 -3.144525 -0.236064 -0.05 -0.01 -0.04
C 3.742681 1.907964 -0.588425 0.00 -0.08 0.05
H 2.960552 4.770922 -2.306905 0.01 0.00 0.01
H 0.781099 3.595698 -2.440888 -0.02 -0.04 0.00
H 3.526037 -0.557888 0.022625 0.01 0.00 -0.03
H 3.390483 -2.084136 1.628142 0.00 -0.01 -0.01
H 3.658900 -4.515569 1.928398 0.00 0.02 0.00
H 2.131199 -6.087070 0.800152 0.01 0.01 0.01
H 0.144846 -6.455348 -0.691908 0.00 0.01 0.00
H -1.707718 -5.464914 -2.024412 0.01 0.01 0.00
H -1.973774 -2.998911 -2.059493 0.00 -0.02 -0.01
H 4.601144 1.444155 -0.117689 0.02 0.03 -0.02
```
Forces are in eV/Å.

HOMO-LUMO gap (alpha / beta) in eV: 5.65 / 6.55
HOMO level (alpha / beta) in eV: -14.7 / -14.6
Net charge: +2
2S+1: 1


# 5
Entry from the OMol25 dataset: a structure of composition C21H15BrN5O6SSc (ωB97M-V with the def2-TZVPD basis set).

XYZ file:
```
50
Properties=species:S:1:pos:R:3:forces:R:3
Sc -0.269855 0.461399 0.275140 -0.47 0.11 0.21
N -1.243298 4.553656 2.346054 0.07 0.04 -0.16
C -0.980934 3.484946 1.558665 -0.03 0.09 0.13
S -1.276043 1.930085 2.219709 0.06 -0.16 -0.07
N -0.526781 3.782998 0.352263 -0.08 -0.25 -0.06
N -0.258911 2.684593 -0.390962 -0.01 0.20 -0.34
C -0.084021 2.891397 -1.647500 0.04 0.01 0.20
C 0.250993 1.776027 -2.522054 0.03 0.10 -0.09
C 0.373071 1.961516 -3.898036 0.00 -0.08 0.14
C 0.692774 0.878179 -4.694018 -0.02 0.07 0.01
C 0.888321 -0.358149 -4.100290 0.01 -0.08 0.08
C 0.749733 -0.461859 -2.726949 0.03 0.04 -0.07
N 0.439451 0.574823 -1.949806 -0.04 -0.01 0.08
H -1.725547 4.423518 3.215089 0.00 -0.04 -0.02
H -1.209783 5.465094 1.922422 0.00 0.01 0.04
H -0.193040 3.889342 -2.063611 0.04 -0.02 0.05
H 0.211504 2.943745 -4.317939 0.00 0.02 -0.01
H 0.788584 0.998992 -5.764500 0.01 -0.01 -0.02
H 1.145282 -1.232340 -4.680442 0.00 0.00 -0.01
H 0.905816 -1.398245 -2.213024 0.00 -0.02 -0.05
O 1.882569 -3.744445 0.930717 0.02 0.13 0.02
C 1.284022 -2.740038 0.277417 0.19 -0.18 -0.15
O 1.879957 -1.779454 -0.140654 -0.08 0.05 0.10
C -0.172088 -2.966757 0.038127 -0.06 -0.01 0.06
C -0.748155 -4.223354 0.067846 -0.01 0.11 -0.03
C -2.099259 -4.334497 -0.251895 0.04 0.04 0.00
C -2.809202 -3.195402 -0.573091 0.06 0.08 0.01
C -2.149599 -1.969245 -0.544373 -0.10 -0.03 -0.03
N -0.859629 -1.858598 -0.256696 0.04 -0.02 0.08
C -2.874992 -0.652442 -0.813728 -0.04 -0.04 -0.04
O -4.002514 -0.674687 -1.260346 0.03 -0.10 0.00
O -2.159275 0.369355 -0.513851 0.00 0.12 -0.08
H 2.820287 -3.501255 1.015289 -0.12 -0.06 0.01
H -0.154485 -5.087667 0.324192 0.03 0.00 0.01
H -2.577240 -5.304509 -0.243822 -0.03 0.00 -0.01
H -3.857940 -3.200573 -0.832557 -0.01 -0.02 0.00
Br 5.121767 -1.022780 6.853316 0.03 0.00 0.01
C 3.951218 -0.712850 5.399354 -0.07 -0.03 -0.01
C 2.759518 -1.420213 5.333360 0.06 0.01 0.02
C 1.903375 -1.190692 4.270318 0.01 0.04 -0.06
C 2.240752 -0.264962 3.289052 -0.02 -0.03 0.03
C 3.437403 0.436307 3.371577 -0.03 -0.02 -0.01
C 4.300913 0.214264 4.430086 0.05 -0.02 0.05
C 1.323320 -0.030509 2.144896 0.17 -0.06 0.07
O 1.615477 0.816558 1.258802 0.28 0.12 -0.08
O 0.248896 -0.699109 2.046429 -0.02 -0.12 -0.01
H 2.509975 -2.135753 6.103646 -0.01 0.00 0.01
H 0.964945 -1.720930 4.190186 -0.03 -0.01 0.00
H 3.680528 1.153396 2.600805 -0.01 0.02 -0.03
H 5.235816 0.750744 4.506304 0.00 0.02 0.00
```
Forces are in eV/Å.

HOMO-LUMO gap in eV: 7.19
HOMO level in eV: -7.7
Energy relative to the best compared isomer or geometry (same formula, charge and spin) in eV: 0.000
2S+1: 1